# 1
One molecule with the formula C8H8N2 in a non-equilibrium geometry. Source: the OMol25 dataset; level of theory: ωB97M-V/def2-TZVPD.

Results
Kohn-Sham gap (alpha / beta) (eV): 4.49 / 3.83
ΔE to the lowest compared entry with this formula, charge and spin (eV): 5.982
LUMO level (alpha / beta) (eV): -2.048 / -2.274
Electronic energy (eV): -11400.6414

Atoms and positions in Å:
C 1.12218 -0.34921 2.47524
C -0.26156 0.84131 -2.37397
C 0.00590 -0.47382 -2.12366
C -0.65961 1.38833 -1.13187
C -0.14273 -0.72246 -0.72097
C 0.10713 -1.90823 -0.08349
C -0.70584 0.62621 1.22203
C 0.76000 0.64825 1.65278
N 1.43905 -1.16343 3.24957
N -0.63231 0.40390 -0.21508
H 0.00688 1.38998 -3.28049
H 0.47006 -1.03965 -2.80081
H -1.14956 2.34567 -1.00818
H 0.57648 -2.72867 -0.58570
H -0.05031 -1.88468 0.98003
H -1.20645 -0.29492 1.80054
H -1.20631 1.50441 1.60943
H 1.52701 1.41701 1.33461


# 2
One molecule with the formula C18H16N2O3S. Source: the OMol25 dataset; level of theory: ωB97M-V/def2-TZVPD.

Results
Kohn-Sham gap (eV): 9.30
SMILES: COc1ccc(C(=O)c2c[nH]c(C(=O)NCc3cccs3)c2)cc1
ΔE to the lowest compared entry with this formula, charge and spin (eV): 1.671
LUMO level (eV): 0.547
Electronic energy (eV): -38883.8861

Atoms and positions in Å:
C 4.49487 2.61105 2.87833
O 4.76505 1.26076 2.58816
C 4.17669 0.69242 1.50460
C 3.30142 1.34196 0.63820
C 2.74904 0.65807 -0.42992
C 3.06156 -0.67660 -0.66222
C 2.52228 -1.42867 -1.82179
O 3.18522 -2.27232 -2.39803
C 1.14846 -1.11717 -2.23111
C 0.61416 -1.40214 -3.48033
N -0.66779 -1.01825 -3.48926
C -1.01325 -0.50497 -2.26916
C -2.39268 -0.04498 -2.08176
O -3.20997 -0.10131 -2.98690
N -2.67673 0.46519 -0.85840
C -4.01918 0.84237 -0.48418
C -4.53597 0.02113 0.65075
C -5.33192 0.40669 1.68391
C -5.63690 -0.65148 2.57071
C -5.06114 -1.82142 2.20072
S -4.14110 -1.66475 0.75595
C 0.10390 -0.55257 -1.46322
C 3.96494 -1.31232 0.19174
C 4.50405 -0.64605 1.26637
H 3.43164 2.77383 3.08262
H 4.81452 3.26908 2.06400
H 5.07151 2.84078 3.77288
H 3.04842 2.38103 0.78154
H 2.09281 1.18348 -1.10813
H 1.10267 -1.83372 -4.33092
H -1.33171 -1.08160 -4.24720
H -1.98198 0.41739 -0.13139
H -4.62997 0.69199 -1.38335
H -4.05599 1.90396 -0.21125
H -5.69304 1.41190 1.80912
H -6.25323 -0.53854 3.44438
H -5.11487 -2.77596 2.68478
H 0.17689 -0.25579 -0.43553
H 4.22503 -2.34134 -0.00495
H 5.19227 -1.13115 1.94025